The following is a quantum chemistry calculation of 16 unconnected molecules or ions with the total composition C60H162N10O26 at a distorted geometry, from the OMol25 dataset.

```
258
Properties=species:S:1:pos:R:3:forces:R:3:lowdin_spin:R:1
C 1.633 1.193 2.274 -0.379 0.142 -0.324 0.018
O 0.727 0.640 1.346 -0.412 -0.815 -0.862 0.011
C 0.317 1.560 0.347 0.180 -0.949 -1.220 0.001
C -0.139 0.909 -1.008 -0.045 -1.521 0.314 0.000
N 0.854 0.401 -2.038 0.176 0.893 0.002 0.000
C 1.987 -0.383 -1.542 -0.516 0.408 0.751 0.007
C 1.538 -1.686 -0.838 -0.406 2.081 0.536 0.015
O 0.721 -2.416 -1.726 0.688 -1.492 -0.516 0.004
C 0.670 -3.788 -1.371 -0.052 -0.539 -0.761 0.002
H 1.123 2.064 2.685 0.446 0.504 0.370 0.001
H 2.559 1.425 1.747 0.191 0.327 0.300 0.008
H 1.846 0.482 3.072 -0.099 -0.043 -0.265 0.013
H 1.119 2.241 0.062 0.379 0.186 0.234 0.001
H -0.504 2.159 0.740 -0.268 0.122 -0.092 0.000
H -0.861 1.598 -1.447 0.467 0.316 -0.407 0.000
H -0.723 -0.008 -0.935 -0.621 0.167 1.376 0.000
H 0.352 -0.317 -2.541 -0.679 0.261 -0.455 0.000
H 2.561 0.302 -0.917 0.191 -0.491 0.535 0.005
H 2.651 -0.625 -2.372 -0.149 -0.113 -0.188 0.002
H 0.791 -1.501 -0.066 0.836 0.619 0.860 0.002
H 2.443 -2.119 -0.412 -0.191 -0.905 -0.299 0.019
H 0.412 -4.052 -0.345 -0.132 0.699 0.352 0.001
H 1.619 -4.281 -1.577 0.177 -0.006 -0.085 0.002
H -0.094 -4.253 -1.994 0.013 -0.013 -0.124 0.000
C 0.764 5.575 0.815 0.845 -0.027 -1.279 0.000
O 1.171 6.726 0.094 -0.789 0.982 0.601 0.000
C 2.521 6.900 -0.205 0.617 1.039 -0.797 0.000
C 2.704 8.337 -0.825 0.885 -1.734 1.509 0.000
N 2.650 9.456 0.174 -0.063 -2.103 -2.193 0.000
C 2.488 10.648 -0.645 -0.174 1.682 2.038 0.000
C 2.217 11.784 0.351 -0.764 -0.022 -0.269 0.000
O 0.926 11.549 0.922 0.900 -0.110 1.211 0.000
C 0.788 12.080 2.258 -1.184 -0.849 -1.110 0.000
H 1.136 4.756 0.199 -0.159 -0.714 0.399 0.000
H -0.326 5.559 0.801 0.119 0.069 0.260 0.000
H 1.198 5.525 1.813 -0.093 0.049 0.148 0.000
H 2.877 6.200 -0.960 -0.305 -0.327 -0.452 0.000
H 3.223 6.709 0.607 -0.237 0.333 0.709 0.000
H 1.957 8.404 -1.616 -0.115 0.275 -0.091 0.000
H 3.701 8.291 -1.261 0.042 0.323 -0.263 0.000
H 1.811 9.186 0.668 -0.474 0.879 0.376 0.000
H 1.671 10.623 -1.366 0.057 -0.214 -0.293 0.000
H 3.451 10.901 -1.089 -0.058 -0.305 -0.474 0.000
H 2.159 12.794 -0.057 0.431 0.075 -0.522 0.000
H 3.022 11.750 1.084 -0.098 -0.003 0.340 0.000
H 1.600 11.853 2.948 0.392 0.229 -0.350 0.000
H -0.078 11.536 2.635 -0.121 0.201 0.206 0.000
H 0.515 13.133 2.181 0.369 0.214 0.345 0.000
C -1.836 -2.288 1.599 0.316 -0.488 0.108 0.001
O -2.809 -2.837 0.764 -1.289 1.076 -3.211 0.001
C -3.283 -1.899 -0.297 -0.703 -1.088 1.538 0.000
C -4.431 -2.460 -1.204 2.855 0.076 -0.374 0.000
N -3.821 -3.186 -2.359 -0.653 -0.131 0.634 0.000
C -4.723 -3.235 -3.520 2.129 -0.416 -0.032 0.000
C -4.168 -4.271 -4.580 -1.082 2.948 -0.442 0.000
O -4.577 -5.537 -4.298 0.028 -2.091 1.179 0.000
C -4.317 -6.483 -5.319 -0.646 0.283 -0.101 0.000
H -2.359 -1.733 2.378 0.418 -0.258 0.698 0.000
H -1.073 -1.617 1.203 -0.256 0.297 -0.828 0.000
H -1.276 -3.194 1.827 0.098 0.290 1.302 0.001
H -2.445 -1.530 -0.888 0.086 -0.329 -0.171 0.000
H -3.703 -1.021 0.193 -0.016 0.165 0.386 0.000
H -4.800 -1.519 -1.614 -0.770 -0.324 -0.004 0.000
H -5.138 -3.115 -0.696 -0.271 0.501 0.296 0.000
H -3.638 -4.139 -2.080 0.178 -0.179 0.216 0.000
H -4.642 -2.213 -3.890 -0.387 -0.111 -0.661 0.000
H -5.756 -3.417 -3.223 -0.189 -0.421 -0.291 0.000
H -3.113 -4.176 -4.839 0.504 0.026 0.865 0.000
H -4.613 -3.892 -5.500 -0.528 -0.260 -0.637 0.000
H -4.695 -7.472 -5.060 -0.301 0.242 0.419 0.000
H -3.266 -6.656 -5.551 0.245 0.574 -0.061 0.000
H -4.891 -6.109 -6.167 0.323 -0.335 -0.636 0.000
C -7.262 -0.891 -2.767 -0.822 -0.662 -0.625 0.000
O -6.079 -0.214 -2.944 1.161 1.819 0.150 0.000
C -6.101 0.780 -3.998 1.707 -0.690 -0.207 0.000
C -4.727 1.602 -3.895 -2.405 -0.792 0.698 0.000
N -4.847 2.389 -2.713 0.101 1.490 1.492 0.000
C -3.653 3.143 -2.427 1.455 0.396 0.084 0.000
C -3.510 3.693 -1.006 -1.025 0.191 0.117 0.000
O -3.443 2.609 -0.089 -0.408 -1.169 0.282 0.000
C -3.843 2.843 1.271 -0.284 1.938 -1.071 0.000
H -8.147 -0.256 -2.808 -0.099 0.316 -0.123 0.000
H -7.319 -1.410 -1.810 0.478 0.013 0.027 0.000
H -7.309 -1.616 -3.579 -0.613 -0.423 -0.025 0.000
H -7.040 1.331 -3.951 0.298 0.654 0.353 0.000
H -6.137 0.268 -4.960 0.123 -0.289 -0.245 0.000
H -4.564 2.307 -4.710 -0.273 -0.270 -0.382 0.000
H -3.869 0.932 -3.838 0.039 -0.503 -0.256 0.000
H -5.096 1.913 -1.857 -0.100 -0.722 -0.315 0.000
H -3.532 3.942 -3.158 -0.247 0.468 0.093 0.000
H -2.737 2.578 -2.599 0.233 -0.647 -0.046 0.000
H -4.355 4.357 -0.822 -0.642 -0.188 0.397 0.000
H -2.677 4.383 -0.875 0.604 -0.293 -0.316 0.000
H -4.815 3.337 1.298 -0.365 0.123 -0.229 0.000
H -3.166 3.614 1.639 0.260 -0.298 0.767 0.000
H -3.986 1.988 1.932 0.835 -0.398 -0.614 0.000
C 2.334 -2.808 -4.697 0.599 0.408 0.200 0.001
O 2.828 -2.761 -6.026 0.759 -0.645 0.049 0.000
C 4.121 -3.442 -6.122 -1.705 0.480 -0.640 0.001
C 4.601 -3.310 -7.548 -0.740 0.389 1.104 0.000
N 3.689 -3.840 -8.562 0.834 -0.440 0.841 0.000
C 4.079 -3.322 -9.830 -1.385 -0.723 -1.911 0.000
C 3.037 -3.812 -10.901 1.099 0.868 -0.210 0.000
O 1.821 -3.192 -10.686 -1.823 0.921 1.519 0.000
C 0.777 -3.557 -11.540 0.103 -0.137 -0.980 0.000
H 3.087 -2.351 -4.054 0.044 -0.002 0.366 0.001
H 2.164 -3.825 -4.344 -0.035 -0.193 -0.058 0.000
H 1.423 -2.224 -4.566 -0.038 -0.051 -0.479 0.000
H 3.971 -4.487 -5.852 0.171 -0.113 0.259 0.000
H 4.881 -2.946 -5.518 -0.161 -0.078 0.507 0.001
H 5.596 -3.752 -7.491 0.044 -0.317 -0.872 0.000
H 4.723 -2.232 -7.655 0.267 0.348 -0.400 0.000
H 2.785 -3.402 -8.462 -0.355 -0.193 0.916 0.000
H 5.064 -3.654 -10.157 0.109 0.062 0.157 0.000
H 4.010 -2.236 -9.770 0.398 0.388 -0.573 0.000
H 2.897 -4.893 -10.892 0.392 -0.232 -0.024 0.000
H 3.320 -3.419 -11.877 0.783 -0.594 -0.458 0.000
H 0.547 -4.622 -11.530 -0.009 -0.239 0.385 0.000
H 1.022 -3.339 -12.580 0.419 0.060 -0.372 0.000
H -0.141 -2.988 -11.398 0.238 0.065 0.780 0.000
C -7.047 5.514 1.422 0.480 -0.156 1.130 0.000
O -6.232 5.693 2.594 0.340 0.597 0.143 0.000
C -6.854 5.643 3.885 -0.111 -0.652 -0.052 0.000
C -5.828 5.864 5.018 1.117 -0.109 -0.534 0.000
N -4.813 4.823 5.109 -0.681 -1.572 -0.726 0.000
C -3.862 4.898 6.185 -0.370 2.081 0.146 0.000
C -2.750 3.933 5.989 -1.304 0.293 -0.444 0.000
O -2.091 4.419 4.832 -0.392 1.510 1.298 0.000
C -1.212 3.536 4.273 0.544 -1.383 0.243 0.000
H -7.351 4.468 1.380 -0.386 -0.044 -0.124 0.000
H -6.436 5.723 0.544 0.160 0.044 0.219 0.000
H -7.897 6.195 1.412 -0.196 -0.054 0.101 0.000
H -7.341 4.675 3.996 0.119 -0.403 0.161 0.000
H -7.676 6.353 3.982 0.078 0.544 -0.155 0.000
H -6.244 5.939 6.022 -0.678 0.101 -0.242 0.000
H -5.285 6.788 4.816 -0.297 0.693 -0.032 0.000
H -4.230 4.830 4.284 -0.258 -0.010 -0.430 0.000
H -4.323 4.844 7.171 -0.157 -0.207 -0.035 0.000
H -3.384 5.872 6.086 0.254 0.617 0.658 0.000
H -3.313 3.024 5.776 0.705 -0.833 -0.079 0.000
H -2.194 3.881 6.925 0.709 -0.307 -0.382 0.000
H -0.498 3.151 5.001 0.261 -0.021 0.268 0.000
H -0.616 4.016 3.497 -0.475 -0.168 -0.313 0.000
H -1.843 2.688 4.006 0.582 -0.518 -1.009 0.000
C 4.624 -11.069 -7.784 -0.392 -0.386 1.359 0.000
O 4.126 -10.277 -6.734 1.180 1.639 -0.260 0.000
C 2.987 -9.523 -7.115 0.105 0.456 1.299 0.000
C 3.056 -8.200 -6.320 -1.582 -0.673 1.592 0.000
N 1.685 -7.636 -6.086 0.008 0.471 -1.224 0.000
C 1.589 -6.274 -5.535 -0.604 -0.553 0.069 0.000
C 0.166 -5.997 -4.941 2.493 -0.429 0.052 0.000
O 0.143 -6.704 -3.696 -0.574 0.159 -0.170 0.000
C -1.122 -6.772 -3.052 0.535 -0.012 0.281 0.000
H 3.901 -11.882 -7.717 0.215 -0.661 -1.560 0.000
H 5.595 -11.453 -7.471 0.046 0.059 -0.115 0.000
H 4.718 -10.488 -8.701 -0.211 -0.402 -0.265 0.000
H 2.189 -10.195 -6.799 -0.896 0.623 -0.195 0.000
H 2.892 -9.265 -8.170 0.270 -0.417 -0.259 0.000
H 3.823 -7.536 -6.719 -0.438 0.237 -0.140 0.000
H 3.291 -8.458 -5.287 1.279 -0.261 -0.093 0.000
H 1.285 -8.259 -5.399 -0.221 0.012 0.075 0.000
H 1.816 -5.519 -6.287 -0.080 -0.104 -0.265 0.000
H 2.303 -6.124 -4.725 0.167 0.082 0.343 0.000
H -0.571 -6.325 -5.674 -0.390 0.026 0.224 0.000
H 0.193 -4.920 -4.770 -0.765 0.171 0.063 0.000
H -1.806 -7.369 -3.655 -0.322 0.107 0.090 0.000
H -1.536 -5.806 -2.763 -0.182 0.434 -0.712 0.000
H -0.987 -7.214 -2.065 0.275 -0.553 -0.200 0.000
C 1.464 -5.111 2.533 -1.470 -2.204 0.726 0.029
O 1.672 -6.517 2.108 0.348 0.481 0.006 0.017
C 1.624 -7.484 3.191 1.168 0.843 -0.298 0.003
C 2.130 -8.893 2.740 0.078 1.393 -0.253 0.001
N 1.378 -9.441 1.633 -0.648 -0.288 -0.091 0.000
C 0.115 -10.008 2.092 -0.671 -0.620 -1.729 0.000
C -0.857 -10.377 0.878 2.095 0.429 2.065 0.000
O -1.486 -9.200 0.481 -0.664 0.153 -0.277 0.000
C -2.366 -9.476 -0.587 0.165 0.298 -0.258 0.000
H 0.509 -5.180 3.055 -0.402 0.424 0.176 0.002
H 1.286 -4.436 1.696 0.692 -0.384 -0.135 0.007
H 2.143 -4.736 3.299 0.661 -0.134 -0.500 0.026
H 0.635 -7.479 3.649 -0.248 -0.172 -0.064 0.000
H 2.336 -7.108 3.926 0.001 -0.152 0.478 0.002
H 2.157 -9.571 3.594 -0.206 -0.020 0.072 0.000
H 3.157 -8.799 2.386 0.136 0.259 0.199 0.000
H 1.129 -8.628 1.088 0.072 0.127 -0.583 0.000
H -0.389 -9.292 2.742 -0.474 -0.267 0.258 0.000
H 0.331 -10.949 2.598 -0.034 0.073 0.326 0.000
H -1.514 -11.170 1.236 -0.665 0.146 0.002 0.000
H -0.265 -10.817 0.076 0.214 0.061 -0.249 0.000
H -1.788 -9.736 -1.474 0.038 -0.444 -0.162 0.000
H -2.936 -8.596 -0.886 -0.009 0.145 0.491 0.000
H -3.041 -10.280 -0.296 -0.178 -0.117 -0.214 0.000
C -4.507 3.148 11.092 0.753 -1.789 -1.512 0.000
O -5.079 2.337 10.030 -0.523 1.051 0.418 0.000
C -4.345 2.276 8.820 1.303 -1.970 1.050 0.000
C -3.316 1.033 8.963 -0.604 1.221 -2.919 0.000
N -2.476 0.988 7.722 0.222 1.641 1.009 0.000
C -1.610 -0.146 7.648 1.257 -0.437 -1.870 0.001
C -0.786 -0.076 6.269 -1.030 -2.261 0.983 0.003
O -0.147 -1.365 6.069 -1.261 0.770 2.075 0.010
C 0.704 -1.466 5.004 0.780 -0.191 -1.309 0.024
H -4.370 4.169 10.736 -0.440 0.226 0.520 0.000
H -3.517 2.724 11.264 0.395 0.250 0.227 0.000
H -5.059 2.931 12.007 -0.348 0.660 -0.300 0.000
H -3.833 3.182 8.497 0.177 0.224 0.564 0.000
H -5.059 2.056 8.026 -0.041 -0.212 0.024 0.000
H -3.950 0.146 8.940 -0.052 -0.264 0.768 0.000
H -2.626 1.063 9.806 -0.380 0.172 0.120 0.000
H -3.031 0.887 6.883 -0.612 0.440 0.132 0.000
H -2.323 -0.970 7.611 0.870 -1.149 0.100 0.000
H -0.851 -0.241 8.424 -0.440 0.096 0.404 0.000
H -0.067 0.742 6.230 -0.131 0.104 0.021 0.002
H -1.562 -0.053 5.504 0.106 0.777 -0.483 0.000
H 1.643 -0.931 5.147 0.131 0.285 -0.013 0.019
H 0.241 -1.154 4.068 -0.101 0.363 -0.255 0.003
H 0.972 -2.509 4.837 -0.052 -0.120 0.314 0.010
C 4.656 3.566 4.020 -0.477 -0.658 -0.065 0.016
O 4.469 4.922 3.663 0.822 -0.736 -0.297 0.003
C 5.546 5.504 2.895 -1.241 1.176 1.456 0.001
C 5.343 6.989 3.227 1.797 0.680 -1.181 0.000
N 5.561 7.358 4.619 -0.311 0.168 0.208 0.000
C 5.231 8.770 4.998 -0.508 -1.619 0.089 0.000
C 5.364 8.947 6.514 0.669 1.678 -0.869 0.000
O 4.650 10.165 6.861 0.433 -0.480 0.779 0.000
C 4.967 10.695 8.181 -0.627 -1.109 -1.137 0.000
H 3.790 3.225 4.587 -0.235 0.269 -0.079 0.008
H 5.503 3.347 4.671 0.440 0.501 -0.026 0.007
H 4.730 2.904 3.157 0.079 0.065 -0.266 0.007
H 5.456 5.387 1.815 -0.347 -0.351 -0.081 0.000
H 6.529 5.133 3.184 -0.023 -0.071 0.346 0.000
H 4.421 7.337 2.761 -0.569 -0.075 0.334 0.000
H 6.115 7.504 2.654 0.199 0.287 -0.228 0.000
H 4.990 6.703 5.133 -0.183 0.128 0.487 0.000
H 4.197 9.020 4.760 -0.149 0.192 -0.411 0.000
H 5.924 9.446 4.497 -0.180 -0.011 -0.127 0.000
H 6.427 9.166 6.621 0.222 -0.389 0.793 0.000
H 5.066 8.055 7.065 -0.212 0.140 0.218 0.000
H 4.815 9.908 8.919 0.026 -0.053 0.203 0.000
H 4.237 11.482 8.370 0.263 0.085 -0.069 0.000
H 5.998 11.043 8.255 0.042 0.166 -0.158 0.000
O -0.042 2.199 -4.100 -0.483 0.776 -0.600 0.000
H -0.558 1.558 -4.590 -0.090 -0.177 -0.118 0.000
H 0.413 1.682 -3.435 0.623 -0.575 0.671 0.000
O 5.383 1.053 0.772 0.357 1.060 -0.716 0.034
H 5.118 0.809 1.659 -0.169 -0.404 0.558 0.013
H 5.228 0.265 0.251 -0.188 -0.339 -0.007 0.009
O 4.430 -0.065 3.054 -0.061 1.071 -0.092 0.212
H 4.651 0.033 3.980 0.230 -0.046 0.623 0.054
H 4.233 -0.996 2.951 -0.155 -1.185 -0.231 0.108
O 4.986 -1.597 -0.329 -0.089 0.456 -0.991 0.126
H 5.939 -1.597 -0.244 0.565 -0.177 0.147 0.023
H 4.678 -2.118 0.412 -0.322 -0.417 0.837 0.075
O 5.544 0.033 -2.727 0.220 0.016 -0.449 0.012
H 5.171 -0.464 -1.999 -0.236 -0.331 0.356 0.007
H 5.155 0.903 -2.648 -0.067 0.248 0.053 0.003
O -1.501 -1.824 -3.390 0.423 0.695 -0.752 0.000
H -2.311 -2.117 -2.972 -0.723 -0.584 0.287 0.000
H -0.816 -2.357 -2.987 0.363 0.017 0.260 0.000
```
Positions in Å, forces in eV/Å.

Values from the calculation:
- charge = -1
- frontier orbital gap (spin up / spin down) (eV) = 2.41 / 8.64
- max |F| (hartree/bohr) = 0.07046
- ⟨S²⟩ = 0.751
- 2S+1 = 2
- E_HOMO (spin up / spin down) (eV) = -0.52 / -6.75